Record 1
DFT (ωB97M-V/def2-TZVPD) results for C31H27AsF5N2OS5SbTc as an isolated structure.

LUMO level (alpha / beta) = -5.186 / -5.221 eV
HOMO (alpha / beta) = -10.9 / -10.9 eV
frontier orbital gap (alpha / beta) = 5.70 / 5.66 eV
energy above the lowest of the compared OMol25 structures with the same formula, charge and spin = 0.0 kcal per mole
net charge = +1

CARTESIAN COORDINATES (ANGSTROEM)
Tc  -2.010  -0.171  0.566
F  -4.877  5.997  1.119
C  -4.551  4.807  0.638
C  -3.395  4.175  1.076
F  -2.598  4.757  1.964
C  -3.094  2.930  0.561
F  -1.943  2.322  0.955
C  -3.892  2.272  -0.358
S  -3.429  0.696  -1.000
C  -5.038  2.932  -0.788
F  -5.839  2.358  -1.680
C  -5.371  4.184  -0.296
F  -6.476  4.790  -0.704
S  -3.664  -3.008  3.986
Sb  -5.737  -2.612  4.555
S  -3.357  0.055  2.316
S  -5.122  -0.649  1.573
S  -6.372  -0.634  3.186
O  -2.876  -4.324  0.543
C  -2.550  -3.206  0.559
N  -2.199  -2.064  0.542
C  4.355  3.148  -3.579
C  3.359  2.203  -2.974
C  3.696  0.893  -2.676
C  2.800  -0.008  -2.104
C  3.298  -1.418  -1.920
C  1.512  0.460  -1.787
As  0.173  -0.619  -0.876
N  -0.184  0.192  0.780
C  0.422  1.058  1.712
C  0.014  0.988  3.042
C  0.517  1.887  3.965
C  1.435  2.850  3.568
C  1.870  2.891  2.250
C  1.372  1.997  1.317
C  0.809  -2.365  -0.362
C  0.274  -3.408  -1.129
C  -0.552  -3.149  -2.363
C  0.538  -4.717  -0.751
C  1.311  -5.008  0.365
C  1.591  -6.427  0.767
C  1.847  -3.951  1.090
C  1.622  -2.625  0.744
C  2.301  -1.552  1.546
C  1.119  1.760  -2.157
C  -0.272  2.286  -1.942
C  2.054  2.610  -2.727
H  5.312  2.660  -3.751
H  4.521  4.003  -2.923
H  3.992  3.535  -4.532
H  4.692  0.542  -2.913
H  4.185  -1.563  -2.533
H  2.563  -2.164  -2.215
H  3.575  -1.622  -0.885
H  -0.678  0.211  3.346
H  0.198  1.830  4.996
H  1.817  3.563  4.285
H  2.601  3.625  1.943
H  1.709  2.032  0.291
H  -0.080  -2.417  -3.028
H  -1.546  -2.769  -2.107
H  -0.683  -4.065  -2.934
H  0.134  -5.527  -1.345
H  1.063  -7.132  0.130
H  1.288  -6.603  1.799
H  2.659  -6.640  0.702
H  2.476  -4.165  1.947
H  3.278  -1.901  1.879
H  1.727  -1.292  2.436
H  2.453  -0.638  0.970
H  -1.034  1.542  -2.181
H  -0.445  3.152  -2.579
H  -0.418  2.605  -0.906
H  1.749  3.614  -2.998

Computed Löwdin charges, given in elementary charges: atom 1 (Tc): 0.8601, atom 2 (F): 0.1565, atom 3 (C): -0.1212, atom 4 (C): -0.1334, atom 5 (F): 0.1455, atom 6 (C): -0.2435, atom 7 (F): -0.0336, atom 8 (C): -0.4897, atom 9 (S): 0.6681, atom 10 (C): -0.2271, atom 11 (F): 0.1146, atom 12 (C): -0.1275, atom 13 (F): 0.1527, atom 14 (S): -0.1278, atom 15 (Sb): 0.5924, atom 16 (S): 0.1712, atom 17 (S): -0.0513, atom 18 (S): -0.0989, atom 19 (O): 0.1509, atom 20 (C): -0.4798, atom 21 (N): -0.1071, atom 22 (C): -0.0340, atom 23 (C): -0.2457, atom 24 (C): -0.0027, atom 25 (C): -0.2468, atom 26 (C): -0.0301, atom 27 (C): -0.2763, atom 28 (As): 1.3451, atom 29 (N): -0.3554, atom 30 (C): -0.3771, atom 31 (C): -0.0625, atom 32 (C): -0.0560, atom 33 (C): -0.0595, atom 34 (C): -0.0508, atom 35 (C): -0.0247, atom 36 (C): -0.3348, atom 37 (C): -0.3194, atom 38 (C): -0.0722, atom 39 (C): 0.0004, atom 40 (C): -0.2431, atom 41 (C): -0.0349, atom 42 (C): 0.0016, atom 43 (C): -0.2748, atom 44 (C): -0.0460, atom 45 (C): -0.3058, atom 46 (C): -0.0785, atom 47 (C): -0.0067, atom 48 (H): 0.0797, atom 49 (H): 0.0890, atom 50 (H): 0.0896, atom 51 (H): 0.1212, atom 52 (H): 0.0865, atom 53 (H): 0.0747, atom 54 (H): 0.0803, atom 55 (H): 0.0855, atom 56 (H): 0.1130, atom 57 (H): 0.1112, atom 58 (H): 0.1132, atom 59 (H): 0.0994, atom 60 (H): 0.0722, atom 61 (H): 0.0666, atom 62 (H): 0.0885, atom 63 (H): 0.1241, atom 64 (H): 0.0793, atom 65 (H): 0.0876, atom 66 (H): 0.0890, atom 67 (H): 0.1289, atom 68 (H): 0.0935, atom 69 (H): 0.0851, atom 70 (H): 0.0587, atom 71 (H): 0.0201, atom 72 (H): 0.0916, atom 73 (H): 0.0645, atom 74 (H): 0.1272

---

Record 2
DFT (ωB97M-V/def2-TZVPD) results for C31H27Br2N6O2Pb as an isolated structure.

LUMO level = -2.654 eV
HOMO = -10.2 eV
frontier orbital gap = 7.55 eV
net charge = +1

CARTESIAN COORDINATES (ANGSTROEM)
Pb  -0.418  -0.185  -0.048
O  2.938  -2.722  -0.010
C  1.963  -2.249  0.533
N  1.737  -0.918  0.788
C  2.758  -0.060  1.024
O  3.849  -0.312  1.501
C  2.415  1.388  0.729
C  3.453  2.309  0.640
C  3.152  3.635  0.390
C  1.819  4.005  0.268
C  0.849  3.025  0.366
N  1.137  1.737  0.574
C  0.812  -3.137  0.950
C  1.041  -4.483  1.197
C  -0.019  -5.272  1.608
C  -1.270  -4.690  1.757
C  -1.408  -3.340  1.484
N  -0.393  -2.576  1.082
H  4.465  1.952  0.769
H  3.939  4.373  0.307
H  1.534  5.033  0.094
H  -0.203  3.271  0.277
H  2.038  -4.878  1.062
H  0.123  -6.325  1.815
H  -2.125  -5.270  2.075
H  -2.363  -2.841  1.600
Br  3.934  3.081  -5.184
C  2.734  2.155  -4.053
C  3.104  0.955  -3.476
C  2.188  0.351  -2.628
N  0.997  0.868  -2.355
C  0.629  2.012  -2.936
C  1.483  2.693  -3.798
C  -0.731  2.539  -2.613
C  -1.288  3.585  -3.344
C  -2.536  4.066  -2.987
Br  -3.294  5.504  -3.948
C  -3.217  3.493  -1.929
C  -2.596  2.444  -1.271
N  -1.392  1.980  -1.590
H  4.069  0.509  -3.667
H  2.432  -0.590  -2.143
H  1.207  3.629  -4.260
H  -0.781  4.026  -4.189
H  -4.195  3.842  -1.630
H  -3.089  1.960  -0.435
C  -1.007  0.526  5.568
N  -0.191  0.844  4.371
C  0.312  -0.397  3.719
C  -0.909  1.761  3.386
C  -2.150  1.147  2.794
C  -3.377  1.351  3.434
C  -4.519  0.719  2.975
C  -4.439  -0.094  1.851
C  -3.228  -0.228  1.188
C  -2.043  0.373  1.634
H  -0.430  -0.099  6.246
H  -1.903  -0.003  5.261
H  -1.288  1.445  6.079
H  0.625  1.362  4.694
H  -0.523  -0.943  3.289
H  0.820  -1.011  4.460
H  1.004  -0.146  2.918
H  -0.187  1.968  2.600
H  -1.139  2.682  3.923
H  -3.445  2.016  4.290
H  -5.464  0.861  3.483
H  -5.321  -0.606  1.487
H  -3.207  -0.808  0.264

Computed Löwdin charges, given in elementary charges: atom 1 (Pb): 1.3552, atom 2 (O): 0.1033, atom 3 (C): -0.4729, atom 4 (N): -0.0276, atom 5 (C): -0.4950, atom 6 (O): 0.0916, atom 7 (C): -0.2009, atom 8 (C): 0.0212, atom 9 (C): -0.0249, atom 10 (C): -0.0332, atom 11 (C): -0.1444, atom 12 (N): 0.0029, atom 13 (C): -0.2025, atom 14 (C): 0.0179, atom 15 (C): -0.0346, atom 16 (C): -0.0409, atom 17 (C): -0.1242, atom 18 (N): -0.0016, atom 19 (H): 0.1273, atom 20 (H): 0.1183, atom 21 (H): 0.1137, atom 22 (H): 0.1083, atom 23 (H): 0.1266, atom 24 (H): 0.1164, atom 25 (H): 0.1107, atom 26 (H): 0.1003, atom 27 (Br): 0.7917, atom 28 (C): -0.6641, atom 29 (C): -0.0779, atom 30 (C): -0.1110, atom 31 (N): 0.0441, atom 32 (C): -0.2145, atom 33 (C): -0.0537, atom 34 (C): -0.2061, atom 35 (C): -0.0492, atom 36 (C): -0.6647, atom 37 (Br): 0.7998, atom 38 (C): -0.0826, atom 39 (C): -0.1187, atom 40 (N): 0.0295, atom 41 (H): 0.1131, atom 42 (H): 0.1165, atom 43 (H): 0.1002, atom 44 (H): 0.1022, atom 45 (H): 0.1105, atom 46 (H): 0.0997, atom 47 (C): 0.0090, atom 48 (N): -0.1605, atom 49 (C): 0.0126, atom 50 (C): -0.0772, atom 51 (C): -0.2803, atom 52 (C): -0.0597, atom 53 (C): -0.0725, atom 54 (C): -0.0751, atom 55 (C): -0.2089, atom 56 (C): -0.2854, atom 57 (H): 0.1077, atom 58 (H): 0.1054, atom 59 (H): 0.1102, atom 60 (H): 0.1830, atom 61 (H): 0.0864, atom 62 (H): 0.1153, atom 63 (H): 0.0762, atom 64 (H): 0.0945, atom 65 (H): 0.1364, atom 66 (H): 0.1140, atom 67 (H): 0.1088, atom 68 (H): 0.1096, atom 69 (H): 0.0750

---

Record 3
DFT (ωB97M-V/def2-TZVPD) results for C31H27BrMnN3O3Si as an isolated structure at a distorted geometry.

2S+1 = 2
LUMO level (alpha / beta) = -3.586 / -3.614 eV
HOMO (alpha / beta) = -10.4 / -10.5 eV
frontier orbital gap (alpha / beta) = 6.77 / 6.89 eV
energy above the lowest of the compared OMol25 structures with the same formula, charge and spin = 0.0 kcal per mole
net charge = +1

CARTESIAN COORDINATES (ANGSTROEM)
Mn  0.284  -0.058  -0.039
Br  -1.279  6.876  1.976
C  -0.983  5.184  1.175
C  -1.559  4.898  -0.070
C  -1.348  3.678  -0.662
C  -0.567  2.687  -0.033
O  -0.377  1.543  -0.614
C  0.005  2.984  1.243
C  0.777  2.033  1.969
N  0.949  0.790  1.628
C  1.647  -0.115  2.460
C  2.219  0.148  3.684
C  2.841  -0.878  4.417
C  2.907  -2.156  3.939
C  2.350  -2.464  2.679
C  2.395  -3.751  2.102
C  1.820  -3.953  0.878
C  1.192  -2.883  0.230
N  1.134  -1.661  0.726
C  1.714  -1.439  1.949
C  -0.217  4.253  1.817
H  -2.171  5.644  -0.558
H  -1.786  3.446  -1.625
H  1.222  2.400  2.890
H  2.206  1.141  4.109
H  3.275  -0.640  5.379
H  3.375  -2.942  4.518
H  2.886  -4.555  2.635
H  1.834  -4.921  0.398
H  0.716  -3.035  -0.731
H  0.218  4.484  2.782
N  1.963  0.302  -1.642
C  1.447  0.321  -3.024
C  0.831  -1.026  -3.405
C  -0.606  -1.192  -2.988
O  -1.497  -1.441  -3.762
O  -0.868  -1.108  -1.668
H  2.283  1.232  -1.396
H  2.771  -0.309  -1.592
H  2.241  0.547  -3.738
H  0.696  1.108  -3.090
H  1.424  -1.829  -2.956
H  0.849  -1.154  -4.484
C  -1.913  -1.861  3.361
C  -2.298  -2.977  2.630
C  -2.473  -2.885  1.258
C  -2.282  -1.677  0.583
C  -1.917  -0.556  1.342
C  -1.728  -0.648  2.717
Si  -2.521  -1.585  -1.280
C  -3.839  -0.395  -1.834
C  -4.662  -0.747  -2.906
C  -5.701  0.078  -3.304
C  -5.933  1.275  -2.641
C  -5.116  1.645  -1.583
C  -4.083  0.814  -1.179
H  -1.778  -1.931  4.433
H  -2.466  -3.921  3.132
H  -2.773  -3.768  0.704
H  -1.871  0.424  0.882
H  -1.461  0.236  3.283
H  -2.614  -2.948  -1.813
H  -4.483  -1.672  -3.442
H  -6.329  -0.217  -4.134
H  -6.749  1.916  -2.948
H  -5.288  2.578  -1.062
H  -3.468  1.122  -0.341

Computed Löwdin charges, given in elementary charges: atom 1 (Mn): 0.6725, atom 2 (Br): 0.7537, atom 3 (C): -0.6893, atom 4 (C): -0.0957, atom 5 (C): 0.0032, atom 6 (C): -0.3223, atom 7 (O): -0.1696, atom 8 (C): -0.1254, atom 9 (C): -0.0324, atom 10 (N): 0.0202, atom 11 (C): -0.1765, atom 12 (C): 0.0103, atom 13 (C): -0.0485, atom 14 (C): -0.0139, atom 15 (C): -0.1398, atom 16 (C): 0.0218, atom 17 (C): -0.0223, atom 18 (C): -0.0822, atom 19 (N): 0.0281, atom 20 (C): -0.1310, atom 21 (C): -0.0828, atom 22 (H): 0.1098, atom 23 (H): 0.1230, atom 24 (H): 0.1271, atom 25 (H): 0.1105, atom 26 (H): 0.1166, atom 27 (H): 0.1229, atom 28 (H): 0.1294, atom 29 (H): 0.1167, atom 30 (H): 0.1165, atom 31 (H): 0.1124, atom 32 (N): 0.0102, atom 33 (C): -0.2083, atom 34 (C): -0.0678, atom 35 (C): -0.5216, atom 36 (O): 0.1133, atom 37 (O): -0.1701, atom 38 (H): 0.1015, atom 39 (H): 0.1024, atom 40 (H): 0.1223, atom 41 (H): 0.1250, atom 42 (H): 0.1265, atom 43 (H): 0.1326, atom 44 (C): -0.0587, atom 45 (C): -0.0594, atom 46 (C): -0.0898, atom 47 (C): -0.2486, atom 48 (C): -0.1363, atom 49 (C): -0.0656, atom 50 (Si): 0.7759, atom 51 (C): -0.2495, atom 52 (C): -0.0953, atom 53 (C): -0.0693, atom 54 (C): -0.0663, atom 55 (C): -0.0733, atom 56 (C): -0.0850, atom 57 (H): 0.1120, atom 58 (H): 0.1117, atom 59 (H): 0.1026, atom 60 (H): 0.0817, atom 61 (H): 0.1145, atom 62 (H): 0.0488, atom 63 (H): 0.1046, atom 64 (H): 0.1099, atom 65 (H): 0.1098, atom 66 (H): 0.1082, atom 67 (H): 0.0883

---

Record 4
DFT (ωB97M-V/def2-TZVPD) results for C31H27Cl2CrNO6P as an isolated structure at a distorted geometry.

2S+1 = 4
LUMO level (alpha / beta) = 4.533 / 4.498 eV
HOMO (alpha / beta) = -0.5 / 1.0 eV
frontier orbital gap (alpha / beta) = 5.05 / 3.50 eV
energy above the lowest of the compared OMol25 structures with the same formula, charge and spin = 3.1 kcal per mole
net charge = -2

CARTESIAN COORDINATES (ANGSTROEM)
Cr  0.319  -1.067  -0.670
O  -0.709  -5.800  -1.483
C  -0.397  -4.563  -1.199
O  -1.198  -3.831  -0.450
C  0.754  -4.016  -1.941
C  1.597  -4.938  -2.563
C  2.714  -4.442  -3.171
C  2.931  -2.984  -3.287
C  2.011  -2.175  -2.618
N  0.810  -2.685  -2.121
C  2.236  -0.653  -2.585
O  3.356  -0.235  -2.920
O  1.246  0.055  -2.023
H  -1.662  -5.896  -1.352
H  1.417  -5.986  -2.393
H  3.515  -5.077  -3.544
H  3.737  -2.614  -3.881
C  2.060  2.549  -0.675
C  1.120  3.197  0.269
C  1.437  4.543  0.530
C  0.757  5.255  1.562
C  -0.237  4.627  2.272
C  -0.570  3.277  1.949
C  0.111  2.548  1.008
P  -0.522  0.947  0.489
C  -1.765  0.566  1.817
C  -3.062  0.349  1.462
C  -4.000  -0.198  2.322
C  -3.678  -0.410  3.679
C  -2.331  -0.077  4.092
C  -1.388  0.311  3.170
C  0.000  0.392  3.779
C  -1.513  1.547  -0.958
C  -1.989  2.854  -1.149
C  -2.588  3.223  -2.354
C  -2.824  2.311  -3.391
C  -2.267  1.064  -3.235
C  -1.699  0.633  -2.017
C  -1.544  -0.817  -1.854
H  2.804  3.257  -1.031
H  1.491  2.061  -1.505
H  2.594  1.785  -0.142
H  2.246  5.066  -0.048
H  1.005  6.307  1.649
H  -0.743  5.129  3.115
H  -1.323  2.782  2.504
H  -3.286  0.642  0.434
H  -4.998  -0.436  2.001
H  -4.357  -0.890  4.421
H  -2.066  -0.214  5.148
H  0.695  -0.319  3.267
H  0.002  0.247  4.869
H  0.442  1.391  3.579
H  -1.996  3.560  -0.367
H  -3.084  4.235  -2.435
H  -3.188  2.614  -4.427
H  -2.376  0.348  -3.970
H  -1.375  -1.270  -2.867
H  -2.310  -1.300  -1.214
C  -0.575  -2.736  0.430
H  -1.422  -2.321  0.979
H  0.228  -3.146  1.011
Cl  4.116  -2.845  2.629
C  4.200  -1.387  1.598
Cl  5.148  -1.807  0.158
C  2.739  -0.800  1.238
O  2.457  0.188  1.937
O  2.039  -1.357  0.331
H  4.708  -0.569  2.140

Computed Löwdin charges, given in elementary charges: atom 1 (Cr): 0.4222, atom 2 (O): 0.0886, atom 3 (C): -0.3818, atom 4 (O): -0.0771, atom 5 (C): -0.2026, atom 6 (C): -0.0547, atom 7 (C): -0.0670, atom 8 (C): -0.0077, atom 9 (C): -0.1534, atom 10 (N): 0.1135, atom 11 (C): -0.5213, atom 12 (O): -0.0046, atom 13 (O): -0.2015, atom 14 (H): 0.1240, atom 15 (H): 0.0981, atom 16 (H): 0.0820, atom 17 (H): 0.0843, atom 18 (C): -0.0440, atom 19 (C): -0.2556, atom 20 (C): -0.0504, atom 21 (C): -0.1213, atom 22 (C): -0.1030, atom 23 (C): -0.1064, atom 24 (C): -0.3209, atom 25 (P): 1.1134, atom 26 (C): -0.2961, atom 27 (C): -0.1079, atom 28 (C): -0.1045, atom 29 (C): -0.0858, atom 30 (C): -0.0790, atom 31 (C): -0.2755, atom 32 (C): -0.0505, atom 33 (C): -0.2918, atom 34 (C): -0.0907, atom 35 (C): -0.1421, atom 36 (C): -0.1258, atom 37 (C): -0.0751, atom 38 (C): -0.3234, atom 39 (C): -0.1937, atom 40 (H): 0.0706, atom 41 (H): 0.0869, atom 42 (H): 0.0742, atom 43 (H): 0.1086, atom 44 (H): 0.0798, atom 45 (H): 0.0921, atom 46 (H): 0.0797, atom 47 (H): 0.1049, atom 48 (H): 0.0808, atom 49 (H): 0.0880, atom 50 (H): 0.0926, atom 51 (H): 0.0812, atom 52 (H): 0.0677, atom 53 (H): 0.0741, atom 54 (H): 0.0797, atom 55 (H): 0.0905, atom 56 (H): 0.1047, atom 57 (H): 0.0702, atom 58 (H): 0.0542, atom 59 (H): 0.0518, atom 60 (C): -0.1564, atom 61 (H): 0.0197, atom 62 (H): 0.0237, atom 63 (Cl): 0.5086, atom 64 (C): -1.0037, atom 65 (Cl): 0.5503, atom 66 (C): -0.6805, atom 67 (O): -0.0312, atom 68 (O): -0.1303, atom 69 (H): 0.0570